*i*
Below is 2 unconnected molecules or ions with the total composition C2H8N2OP, with properties calculated with ωB97M-V/def2-TZVPD.

Results
LUMO	4.20	eV
charge	-1

Each line ends with the Mulliken charge.
Cartesian coordinates (Å):
C -0.590 0.819 0.904  -0.62
C -0.531 -1.026 -0.545  -0.92
N 2.501 -0.451 0.671  -0.18
N -0.290 0.339 -0.452  -0.74
O 3.839 -0.492 0.140  -0.41
P 2.686 0.548 -0.665  0.19
H -1.539 0.317 1.335  0.27
H 0.295 0.326 1.554  0.05
H -0.563 1.968 0.821  0.23
H -1.690 -1.306 -0.386  0.34
H -0.468 -1.261 -1.584  0.31
H 0.059 -1.751 0.082  0.23
H 2.462 0.085 1.545  0.22
H 1.820 -0.341 -1.209  0.01



*ii*
Below is 2 unconnected molecules or ions with the total composition C2H8N2OP, with properties calculated with ωB97M-V/def2-TZVPD.

Results
LUMO (alpha / beta)	3.93 / 3.93	eV
charge	-1

Each line ends with the Mulliken charge.
Cartesian coordinates (Å):
C -1.185 1.100 0.040  -1.17
C -1.171 -1.158 -0.272  -1.05
N 2.353 -0.227 0.794  -0.33
N -0.322 0.051 -0.281  0.19
O 3.327 -0.086 -0.152  -0.43
P 1.409 0.410 -0.472  -0.19
H -0.721 1.906 0.421  0.39
H -1.799 1.410 -0.823  0.28
H -2.027 0.843 0.645  0.37
H -0.482 -1.968 -0.380  0.34
H -1.547 -1.337 0.702  0.35
H -1.964 -1.131 -0.994  0.32
H 2.494 0.891 1.924  0.02
H 1.634 -0.705 -1.152  -0.09



Relative energies with respect to the most stable structure, expressed in kJ/mol: *i* 0.0; *ii* 17.2.



*i*
Below is 7 unconnected molecules or ions with the total composition C7H28N14O7, with properties calculated with ωB97M-V/def2-TZVPD.

Results
LUMO	0.04	eV
SMILES	NC(N)=O.NC(N)=O.NC(N)=O.NC(N)=O.NC(N)=O.NC(N)=O.NC(N)=O

Each line ends with the Mulliken charge.
Cartesian coordinates (Å):
N 4.565 4.905 1.121  -0.40
C 3.462 4.213 1.194  0.72
N 3.416 3.278 2.137  -0.39
O 2.566 4.401 0.372  -0.69
H 4.701 5.569 0.372  0.22
H 5.265 4.720 1.825  0.16
H 4.079 3.185 2.893  0.17
H 2.597 2.693 2.069  0.21
N 0.110 6.318 -3.140  -0.41
C 0.455 6.339 -4.402  0.59
N 0.108 7.468 -5.026  -0.40
O 1.010 5.401 -4.949  -0.64
H -0.111 7.122 -2.570  0.21
H 0.570 5.535 -2.699  0.24
H 0.009 8.277 -4.430  0.18
H 0.313 7.571 -6.010  0.23
N -0.255 -1.511 6.156  -0.42
C 0.893 -1.505 6.760  0.63
N 1.584 -2.611 6.526  -0.40
O 1.278 -0.575 7.477  -0.67
H -0.715 -0.612 6.182  0.26
H -0.292 -2.120 5.352  0.21
H 1.131 -3.382 6.056  0.18
H 2.443 -2.737 7.042  0.23
N -1.461 -0.800 1.031  -0.37
C -0.646 0.255 0.997  0.58
N -1.083 1.161 0.110  -0.50
O 0.314 0.386 1.721  -0.62
H -1.166 -1.682 1.426  0.23
H -2.095 -0.763 0.246  0.19
H -0.418 1.921 0.107  0.24
H -2.077 1.337 0.141  0.24
N -4.485 -2.377 -2.942  -0.46
C -5.076 -1.919 -1.838  0.73
N -5.370 -0.587 -1.942  -0.48
O -5.413 -2.691 -0.987  -0.61
H -4.581 -3.382 -2.985  0.24
H -4.398 -1.759 -3.736  0.18
H -6.139 -0.315 -1.347  0.24
H -5.250 -0.154 -2.847  0.19
N -2.916 -8.132 -0.263  -0.38
C -3.797 -7.211 0.087  0.63
N -3.130 -6.089 -0.082  -0.39
O -4.860 -7.511 0.544  -0.60
H -2.122 -7.798 -0.789  0.15
H -3.059 -9.098 -0.005  0.20
H -2.216 -5.866 -0.449  0.18
H -3.684 -5.259 0.073  0.21
N 3.606 -0.314 -1.464  -0.28
C 4.862 -0.438 -1.621  0.70
N 5.131 -0.616 -2.920  -0.37
O 5.744 -0.297 -0.804  -0.65
H 3.059 -0.511 -2.290  0.13
H 3.169 -0.148 -0.568  0.14
H 6.033 -0.545 -3.368  0.20
H 4.343 -0.740 -3.540  0.12



*ii*
Below is 7 unconnected molecules or ions with the total composition C7H28N14O7, with properties calculated with ωB97M-V/def2-TZVPD.

Results
LUMO	0.13	eV
SMILES	NC(N)=O.NC(N)=O.NC(N)=O.NC(N)=O.NC(N)=O.NC(N)=O.NC(N)=O

Each line ends with the Mulliken charge.
Cartesian coordinates (Å):
N 1.304 -3.329 -1.971  -0.32
C 1.728 -4.602 -2.160  0.54
N 2.679 -4.729 -3.133  -0.32
O 1.364 -5.566 -1.482  -0.69
H 1.871 -2.543 -2.257  0.38
H 0.550 -3.249 -1.311  0.20
H 3.035 -3.874 -3.512  0.17
H 2.968 -5.670 -3.324  0.18
N 2.882 -3.093 4.983  -0.38
C 3.407 -2.712 3.777  0.64
N 3.934 -3.720 3.055  -0.26
O 3.382 -1.552 3.363  -0.66
H 3.071 -4.037 5.252  0.16
H 2.468 -2.412 5.588  0.22
H 4.458 -3.532 2.221  0.12
H 4.033 -4.647 3.425  0.16
N 7.530 -5.260 2.804  -0.41
C 7.240 -5.223 1.463  0.64
N 8.256 -4.688 0.732  -0.27
O 6.264 -5.734 0.915  -0.64
H 8.470 -5.226 3.147  0.16
H 6.830 -5.497 3.481  0.21
H 8.236 -4.807 -0.271  0.23
H 8.988 -4.220 1.229  0.15
N 4.298 0.696 -3.049  -0.46
C 3.733 -0.499 -3.443  0.55
N 4.119 -0.853 -4.700  -0.46
O 3.160 -1.298 -2.700  -0.68
H 4.546 1.349 -3.767  0.19
H 3.999 1.022 -2.144  0.25
H 4.779 -0.315 -5.230  0.17
H 3.838 -1.731 -5.098  0.26
N 9.624 -4.114 -4.945  -0.40
C 10.469 -3.172 -4.431  0.76
N 11.698 -3.716 -4.172  -0.44
O 10.225 -1.989 -4.233  -0.65
H 9.869 -5.076 -5.047  0.19
H 8.716 -3.707 -5.089  0.19
H 11.961 -4.665 -4.341  0.16
H 12.367 -3.123 -3.714  0.21
N 5.942 -2.843 -3.227  -0.19
C 6.329 -3.381 -2.028  0.46
N 5.393 -3.339 -1.070  -0.09
O 7.421 -3.955 -1.938  -0.69
H 5.253 -2.114 -3.281  0.06
H 6.595 -2.951 -3.981  0.18
H 5.510 -3.914 -0.250  0.09
H 4.514 -2.887 -1.248  0.09
N 6.734 -9.414 -2.296  -0.37
C 7.534 -8.433 -2.796  0.56
N 7.389 -7.230 -2.190  -0.13
O 8.237 -8.607 -3.796  -0.68
H 6.928 -10.368 -2.529  0.22
H 6.083 -9.191 -1.568  0.18
H 7.751 -6.359 -2.539  0.10
H 6.861 -7.084 -1.344  0.14



Relative energies with respect to the most stable structure, expressed in kJ/mol: *i* 311.9; *ii* 0.0.



*i*
Below is 2 unconnected molecules or ions with the total composition C4H12BrN2, with properties calculated with ωB97M-V/def2-TZVPD.

Results
LUMO (alpha / beta)	-4.67 / -4.67	eV
charge	+1

Each line ends with the Mulliken charge.
Cartesian coordinates (Å):
C 2.213 -1.245 -1.249  -1.00
C -2.765 1.212 0.068  -0.82
C 1.305 -1.353 -0.049  -0.20
C -0.414 -0.017 1.251  -0.52
N -1.577 1.797 0.597  -0.27
N 0.758 0.063 0.299  -0.22
Br -0.586 2.608 -0.720  -0.01
H 3.034 -2.011 -1.046  0.32
H 1.780 -1.329 -2.229  0.34
H 2.703 -0.214 -1.076  0.29
H -2.588 0.780 -0.922  0.37
H -3.054 0.524 0.825  0.36
H -3.491 1.916 0.076  0.36
H 1.801 -1.703 0.880  0.34
H 0.297 -1.730 -0.111  0.29
H -1.096 -0.779 0.998  0.43
H -0.374 0.153 2.291  0.27
H 0.609 0.587 -0.632  0.27
H 1.445 0.742 0.750  0.39



*ii*
Below is 2 unconnected molecules or ions with the total composition C4H12BrN2, with properties calculated with ωB97M-V/def2-TZVPD.

Results
LUMO (alpha / beta)	-4.58 / -4.71	eV
charge	+1

Each line ends with the Mulliken charge.
Cartesian coordinates (Å):
C 0.827 -1.862 -1.649  -1.02
C -1.282 2.186 2.666  -0.65
C 0.856 -0.350 -1.797  -0.67
C -0.595 0.015 0.301  -0.65
N -0.092 1.785 1.987  -0.25
N 0.685 0.170 -0.393  -0.09
Br 0.717 3.041 1.033  0.01
H 1.305 -2.337 -2.404  0.45
H 1.236 -2.209 -0.634  0.28
H -0.193 -2.000 -1.848  0.32
H -2.027 2.131 1.941  0.31
H -1.567 1.534 3.564  0.26
H -1.125 3.188 3.075  0.34
H 0.273 0.220 -2.449  0.49
H 1.782 -0.115 -2.137  0.40
H -1.380 0.707 -0.017  0.35
H -0.543 -0.487 1.220  0.42
H 1.131 1.213 -0.248  0.25
H 1.484 -0.249 0.117  0.46



Relative energies with respect to the most stable structure, expressed in kJ/mol: *i* 0.0; *ii* 81.3.



*i*
Below is a gas-phase ion, C4H8NOS (charge +1), with properties calculated with ωB97M-V/def2-TZVPD.

Results
LUMO	-5.68	eV
charge	+1

Each line ends with the Mulliken charge.
Cartesian coordinates (Å):
C -1.136 0.369 -0.578  0.23
C 1.355 0.279 -0.001  0.53
C 2.399 1.262 0.066  -0.88
C -2.599 -1.240 0.245  -0.70
N -0.078 1.019 -0.734  -0.44
O -1.264 -0.720 0.158  -0.27
S 1.383 -1.345 0.128  -0.01
H -1.879 0.875 -1.140  0.39
H 3.385 1.038 0.532  0.38
H 1.833 2.107 0.425  0.33
H 2.673 1.836 -0.910  0.34
H -3.329 -0.679 -0.231  0.35
H -2.694 -0.939 1.388  0.28
H -2.743 -2.324 0.160  0.26
H 2.696 -1.539 0.492  0.22



*ii*
Below is a gas-phase ion, C4H8NOS (charge +1), with properties calculated with ωB97M-V/def2-TZVPD.

Results
LUMO	-5.65	eV
charge	+1

Each line ends with the Mulliken charge.
Cartesian coordinates (Å):
C 1.017 0.574 0.821  0.25
C -1.018 0.428 -0.986  0.78
C -1.800 1.055 -2.002  -1.13
C 1.920 -1.081 2.080  -0.56
N -0.142 1.217 -0.396  -0.47
O 1.016 -0.631 1.108  -0.04
S -1.280 -1.268 -0.562  -0.14
H 1.850 1.234 1.221  0.27
H -2.795 0.819 -1.872  0.39
H -1.581 0.603 -3.007  0.34
H -1.575 2.185 -2.058  0.28
H 2.608 -0.154 2.379  0.26
H 2.748 -1.713 1.667  0.29
H 1.445 -1.740 2.930  0.28
H -2.413 -1.528 -1.324  0.19



*iii*
Below is a gas-phase ion, C4H8NOS (charge +1), with properties calculated with ωB97M-V/def2-TZVPD.

Results
LUMO	-3.41	eV
SMILES	CC1=CS[C@@H](O)[NH2+]1
charge	+1

Each line ends with the Mulliken charge.
Cartesian coordinates (Å):
C -1.035 -1.740 -0.063  -1.16
C 0.072 -0.691 -0.125  0.16
C 1.044 -0.506 -1.000  -0.38
S 2.012 1.024 -0.839  -0.04
C 0.798 1.633 0.256  0.00
O -0.083 2.364 -0.319  -0.41
N -0.008 0.307 0.952  -0.23
H -0.724 -2.498 0.668  0.30
H -1.199 -2.252 -0.905  0.45
H -2.040 -1.168 0.159  0.29
H 1.032 -1.099 -1.889  0.44
H 1.115 2.128 1.287  0.40
H -0.442 2.006 -1.195  0.44
H -0.992 0.577 1.205  0.39
H 0.450 -0.083 1.809  0.37



Relative energies with respect to the most stable structure, expressed in kJ/mol: *i* 215.1; *ii* 264.1; *iii* 0.0.